Entry 1:
{
  "formula": "C4H2OS",
  "method": "ωB97M-V with the def2-TZVPD basis set",
  "homo_ev": [-8.9986, -9.2289],
  "orbital_gap_ev": [7.8, 8.3],
  "energy_ha": -626.793677,
  "symbols": ["C", "C", "C", "C", "O", "S", "H", "H"],
  "xyz": [[0.17931, 0.24808, 0.03203], [1.01410, -1.42146, 2.11973], [-0.75597, 0.78570, -0.72789], [0.62480, -0.68620, 1.24442], [-2.24616, 1.07866, -2.95030], [-1.51500, 1.88828, -2.05239], [1.20307, 0.32450, -0.27361], [1.49584, -2.21757, 2.60800]],
  "forces_ev_per_angstrom": [[1.72, -1.81, 1.85], [-0.15, 0.60, -1.55], [-1.02, 1.78, -1.17], [-2.86, 1.69, -1.37], [-1.62, -1.65, -2.52], [3.20, -1.12, 5.51], [0.58, 0.74, -1.45], [0.16, -0.24, 0.70]],
  "nbo_charge": [-0.344, -0.216, -0.172, -0.022, -0.857, 1.116, 0.254, 0.240]
}



Entry 2:
{
  "formula": "C4H2OS",
  "method": "ωB97M-V with the def2-TZVPD basis set",
  "homo_ev": -9.5960,
  "orbital_gap_ev": 7.7,
  "energy_ha": -626.934334,
  "smiles": "C#CC(=S)C=O",
  "symbols": ["C", "C", "C", "C", "H", "H", "O", "S"],
  "xyz": [[0.29205, -1.19484, 0.91569], [0.26350, -0.45589, -0.44812], [-0.29015, 0.85686, -0.52242], [-0.65798, 2.02836, -0.53886], [0.97222, -2.10448, 0.98947], [-1.09526, 3.01095, -0.52178], [-0.44029, -0.89911, 1.83545], [0.95591, -1.24185, -1.70944]],
  "forces_ev_per_angstrom": [[-0.89, -0.10, 0.80], [0.87, -0.72, -0.13], [-0.57, 2.19, 0.20], [0.34, -2.38, 0.10], [-0.45, 0.97, -0.45], [0.31, -0.34, -0.06], [0.90, -0.13, -1.09], [-0.50, 0.50, 0.64]],
  "nbo_charge": [0.385, -0.274, -0.093, -0.099, 0.148, 0.248, -0.473, 0.159]
}



Entry 3:
{
  "formula": "C4H2OS2",
  "method": "ωB97M-V with the def2-TZVPD basis set",
  "homo_ev": -9.3847,
  "orbital_gap_ev": 7.4,
  "energy_ha": -1024.978519,
  "symbols": ["C", "C", "C", "C", "H", "H", "O", "S", "S"],
  "xyz": [[-0.31074, 1.68731, -0.71447], [0.05499, 0.33338, -0.30309], [0.20837, -0.85554, -0.03743], [-0.46630, -2.36443, -0.17582], [0.17656, 2.06327, 1.77082], [-1.71864, -2.46557, -0.99862], [-0.61331, 2.00706, -1.89457], [-0.17210, 2.87671, 0.64451], [0.76777, -3.40537, 0.71606]],
  "forces_ev_per_angstrom": [[0.26, 0.71, -2.23], [0.00, -1.21, -0.35], [-4.12, -1.80, -1.77], [3.66, 1.05, 1.42], [-0.48, 0.64, -1.85], [4.22, 0.15, 2.84], [0.89, -0.99, 4.38], [0.04, -0.64, 0.51], [-4.47, 2.09, -2.94]],
  "nbo_charge": [0.349, -0.116, 0.007, -0.308, 0.168, 0.325, -0.498, 0.011, 0.061]
}



Entry 4:
{
  "formula": "C4H2OS2",
  "method": "ωB97M-V with the def2-TZVPD basis set",
  "homo_ev": -9.6002,
  "orbital_gap_ev": 7.4,
  "energy_ha": -1024.986673,
  "symbols": ["C", "C", "C", "C", "H", "H", "O", "S", "S"],
  "xyz": [[-1.79919, 0.57025, -0.13306], [-0.37021, 0.22824, 0.11897], [0.82309, 0.11200, 0.05835], [2.24282, 0.52456, 0.36487], [-1.81582, -1.74559, -0.61691], [2.29937, 1.80882, 1.34826], [-2.25191, 1.74930, -0.26965], [-2.93218, -1.00885, 0.10992], [3.69172, -0.40790, -0.17423]],
  "forces_ev_per_angstrom": [[-2.25, 2.73, 0.93], [-2.39, 0.87, -1.33], [3.63, 1.64, 1.45], [2.09, -0.86, 0.38], [-2.40, 1.12, 1.60], [-0.14, -3.81, -3.00], [2.24, -5.55, 0.46], [3.81, 0.68, -2.21], [-4.59, 3.17, 1.73]],
  "nbo_charge": [0.421, -0.068, -0.025, -0.298, 0.174, 0.267, -0.477, -0.070, 0.075]
}



Entry 5:
{
  "formula": "C4H2S",
  "method": "ωB97M-V with the def2-TZVPD basis set",
  "homo_ev": -8.5829,
  "orbital_gap_ev": 7.7,
  "energy_ha": -551.553115,
  "symbols": ["C", "C", "C", "C", "S", "H", "H"],
  "xyz": [[-0.70611, -1.05941, 0.07485], [0.41078, 1.29879, -0.00841], [-0.37403, 0.25238, 0.00869], [0.40995, -1.74513, -0.04571], [1.88246, 0.31996, 0.03621], [-1.84379, -1.32606, 0.11779], [0.22076, 2.25947, -0.18342]],
  "forces_ev_per_angstrom": [[-4.86, -0.75, -0.11], [0.07, -4.38, 0.35], [2.41, 2.14, 0.18], [1.88, 0.10, 0.32], [-1.53, -0.69, -0.27], [2.47, -0.17, -0.10], [-0.43, 3.75, -0.37]],
  "nbo_charge": [-0.644, -0.417, 0.244, 0.170, 0.124, 0.285, 0.237]
}